#a
The following is a DFT calculation (ωB97M-V/def2-TZVPD) of an isolated molecule of C8H12.

As for the SMILES: C=CC(=C)C(=C)CC. The lowest unoccupied orbital energy comes out at 0.03055 Ha. As for the net charge: 0. As for the gap between HOMO and LUMO: 9.06 eV. The calculation puts the HOMO energy at -0.302 hartree.

Geometry as XYZ:
```
20
Properties=species:S:1:pos:R:3:mulliken_charge:R:1
C 0.0195 1.5905 -1.7816 -1.0676
H -2.0197 -1.5225 -0.1490 0.3678
H 0.3006 -0.5424 -1.6265 0.3040
H -2.2294 0.0010 1.8495 0.2924
C -0.4353 -0.3452 0.8450 0.5632
H 2.5573 1.3799 0.6422 0.3149
C -0.4313 -2.7841 0.3436 -0.6727
C 1.5815 1.0677 0.9989 -0.8166
H 0.3036 1.8782 -2.7916 0.3551
H 0.6342 -2.9942 0.3926 0.2753
H -1.0224 -3.6932 0.4166 0.2803
H 1.2070 1.5633 1.8895 0.2156
H 0.2032 2.3894 -1.0640 0.3206
H -1.0324 1.3068 -1.8262 0.2682
C 0.8352 0.3480 -1.2713 -0.6301
H -0.8541 0.9477 2.5495 0.2416
C 0.7481 0.3499 0.2287 0.3570
C -1.1834 0.2860 1.7605 -0.9305
C -1.0241 -1.5883 0.2862 -0.4691
H 1.8420 0.3616 -1.6926 0.4307
```

#b
The following is a DFT calculation (ωB97M-V/def2-TZVPD) of an isolated molecule of C8H12.

As for the SMILES: C=CC(=C)C(=C)CC. The lowest unoccupied orbital energy comes out at 0.02698 Ha. As for the net charge: 0. As for the gap between HOMO and LUMO: 9.00 eV. The calculation puts the HOMO energy at -0.304 hartree.

Geometry as XYZ:
```
20
Properties=species:S:1:pos:R:3:mulliken_charge:R:1
H 2.1503 1.8930 -0.6604 0.2782
H -2.3346 0.7517 1.5754 0.2859
C -0.5502 0.2627 0.5577 0.4392
H 0.6217 2.6874 0.0921 0.2247
H -1.6508 2.1022 0.6098 0.2606
H 1.4681 -2.1702 1.4905 0.2923
C 1.1276 1.8194 -0.3013 -0.8103
H 1.4382 0.1036 -2.2820 0.2857
C 0.8127 -1.3860 1.8594 -1.1188
H -0.2950 -1.1312 -3.2938 0.2792
C -1.5375 1.0685 0.9160 -1.0702
H -0.3740 -1.8119 0.1274 0.2557
C -0.4557 -0.7695 -2.2864 -0.8126
C -0.4627 -1.1775 1.0039 -0.4691
H 1.3367 -0.4506 2.0400 0.3215
H -1.4313 -0.9307 -1.8491 0.3166
C 0.5718 -0.1816 -1.6861 -0.4104
H 0.5298 -1.7330 2.8586 0.3200
C 0.4801 0.6509 -0.4827 0.6720
H -1.3482 -1.4148 1.5881 0.4596
```

#c
The following is a DFT calculation (ωB97M-V/def2-TZVPD) of a structure of composition C8H12.

The lowest unoccupied orbital energy comes out at 0.04171 Ha. As for the net charge: 0. As for the gap between HOMO and LUMO: 10.79 eV. The calculation puts the HOMO energy at -0.355 hartree.

Geometry as XYZ:
```
20
Properties=species:S:1:pos:R:3:mulliken_charge:R:1
H 2.5650 -0.2433 -1.4437 0.3408
H -0.0902 -1.5031 1.4937 0.3457
H 2.2330 -1.6456 -0.1802 0.2660
H -2.3640 0.1066 -1.4930 0.3080
H 0.1139 1.9072 -1.0286 0.3342
C -0.2711 0.9173 -0.6694 -0.4589
C -1.8153 -0.6868 0.4695 -0.7489
C 0.1816 0.5981 0.6820 0.0067
H 2.3838 1.5800 0.3359 0.2942
H -2.3649 1.6448 -0.1529 0.2836
H 2.2105 0.0477 1.5972 0.2831
C -0.1825 -0.8430 0.5997 -0.2819
H 0.4074 -1.5380 -1.7225 0.2079
C -1.9800 0.5394 -0.4809 -0.5271
C 1.7357 0.6438 0.6701 -0.6726
C 0.3446 -0.6666 -0.8242 -0.2505
C 1.9699 -0.4920 -0.5235 -0.6947
H -0.2607 1.4205 1.3540 0.3450
H -2.1388 -0.4774 1.6246 0.2432
H -2.5919 -1.3604 0.0760 0.3762
```

#d
The following is a DFT calculation (ωB97M-V/def2-TZVPD) of an isolated molecule of C8H12.

As for the SMILES: C=CC(=C)CC(=C)C. The lowest unoccupied orbital energy comes out at 0.03196 Ha. As for the net charge: 0. As for the gap between HOMO and LUMO: 9.14 eV. The calculation puts the HOMO energy at -0.304 hartree.

Geometry as XYZ:
```
20
Properties=species:S:1:pos:R:3:mulliken_charge:R:1
H 0.2628 0.6608 -2.7482 0.3283
H -2.3288 1.2876 1.3215 0.3898
H -0.6309 2.1696 2.5624 0.2671
H -0.1793 -3.4555 -1.3860 0.2815
C 0.0806 1.5850 2.0007 -0.8386
C 1.2266 -0.0475 0.4982 -0.8020
H -0.4258 -2.5784 0.2103 0.2545
H -1.9357 0.9975 -0.3240 0.3275
C 0.4699 -0.0888 -0.7578 0.8749
H 1.3133 -0.8133 1.2614 0.3465
C 0.4158 -1.4545 -1.3762 -0.4199
C -0.2261 0.8218 0.9537 0.7102
C 0.6043 0.8599 -1.7449 -1.0408
C -1.7017 0.6632 0.6882 -1.3148
H -2.0485 -0.3641 0.8062 0.2414
H 2.2338 0.3450 0.3777 0.3070
C -0.1261 -2.5354 -0.8248 -0.8200
H 0.8056 -1.5235 -2.3843 0.3335
H 1.1150 1.7887 -1.5428 0.2964
H 1.0753 1.6819 2.4088 0.2777
```

The structure with the most favorable energy is #b; the runner-up is 0.503 eV above it.